Entry 1:
The following is a DFT calculation (ωB97M-V with the def2-TZVPD basis set) of a molecular structure, C19H18ClO4PSe2V at a distorted geometry.

The calculation puts the HOMO-LUMO gap (alpha / beta) at 8.47 / 7.95 eV. The total charge is 0. The multiplicity is 2.

The geometry in XYZ format:
```
46
C19H18ClO4PSe2V (ωB97M-V with the def2-TZVPD basis set)
V -0.603 0.503 0.844
C 2.733 1.770 -2.474
C 2.449 0.418 -1.938
C 1.847 -0.556 -2.726
C 1.581 -1.814 -2.227
C 1.896 -2.132 -0.916
C 2.479 -1.163 -0.104
C 2.774 0.093 -0.620
H 2.009 2.051 -3.228
H 3.719 1.813 -2.928
H 2.697 2.514 -1.688
H 1.577 -0.321 -3.744
H 1.109 -2.547 -2.859
H 1.675 -3.112 -0.525
H 2.723 -1.373 0.931
H 3.240 0.841 0.015
O -0.759 -2.711 2.594
Cl -0.722 -1.520 1.927
O 0.485 -0.741 2.214
O -1.811 -0.621 2.259
O -0.788 -1.677 0.479
Se -0.707 1.677 -1.316
P -0.818 3.445 -0.065
Se -0.761 2.730 1.982
C 0.555 4.575 -0.448
C 1.446 4.997 0.521
C 2.482 5.838 0.182
C 2.637 6.255 -1.123
C 1.746 5.831 -2.102
C 0.707 4.993 -1.765
C -2.310 4.434 -0.408
C -2.548 5.553 0.387
C -3.667 6.328 0.162
C -4.549 5.984 -0.858
C -4.307 4.873 -1.639
C -3.194 4.097 -1.413
H 1.334 4.654 1.548
H 3.176 6.164 0.942
H 3.449 6.906 -1.384
H 1.867 6.153 -3.123
H 0.020 4.658 -2.526
H -1.865 5.814 1.179
H -3.852 7.191 0.775
H -5.423 6.582 -1.033
H -4.992 4.604 -2.426
H -3.009 3.211 -2.023
```

Need the Löwdin charges? In units of e they are: 0.290 -0.073 -0.340 -0.074 -0.084 -0.100 -0.104 -0.064 0.068 0.086 0.065 0.111 0.103 0.105 0.103 0.117 -0.201 0.628 -0.376 -0.361 -0.356 0.451 0.232 0.425 -0.400 -0.107 -0.078 -0.073 -0.071 -0.102 -0.389 -0.092 -0.069 -0.071 -0.079 -0.108 0.073 0.108 0.102 0.106 0.107 0.106 0.104 0.102 0.107 0.071

Entry 2:
The following is a DFT calculation (ωB97M-V with the def2-TZVPD basis set) of a single C19H18F3IN2O5S molecule at a distorted geometry.

The calculation puts the HOMO-LUMO gap at 7.91 eV. The total charge is 0. Its SMILES is O=S1(=O)Nc2c(cc(F)c(F)c2Nc2ccc(I)cc2F)OC[C@H](O)[C@H](O)CC12CC2.

The geometry in XYZ format:
```
49
C19H18F3IN2O5S (ωB97M-V with the def2-TZVPD basis set)
O -2.031 0.096 1.546
S -0.933 -0.875 1.269
O -1.417 -2.203 1.233
N -0.060 -0.388 -0.117
C -0.035 0.909 -0.700
C 1.191 1.702 -0.795
C 1.042 2.955 -1.276
C -0.195 3.473 -1.648
F -0.165 4.733 -2.117
C -1.396 2.736 -1.645
F -2.500 3.337 -2.084
C -1.283 1.447 -1.234
N -2.435 0.671 -1.222
C -2.768 -0.378 -2.110
C -2.204 -0.454 -3.410
C -2.516 -1.447 -4.338
C -3.411 -2.447 -3.920
I -4.077 -4.057 -5.300
C -4.030 -2.399 -2.574
C -3.605 -1.468 -1.724
F -3.939 -1.513 -0.431
O 2.382 1.006 -0.494
C 3.224 1.612 0.435
C 3.745 0.493 1.321
O 4.764 -0.338 0.743
C 2.628 -0.539 1.898
O 2.176 -1.488 0.901
C 1.377 0.268 2.467
C 0.188 -0.691 2.698
C -0.386 -0.680 4.097
C 0.401 -1.937 3.605
H 0.839 -0.781 0.036
H 1.926 3.597 -1.420
H -2.781 0.446 -0.247
H -1.507 0.299 -3.731
H -2.155 -1.431 -5.317
H -4.680 -3.217 -2.339
H 2.769 2.433 1.004
H 3.988 2.130 -0.090
H 4.176 1.030 2.231
H 5.268 0.228 0.036
H 3.143 -1.166 2.674
H 2.919 -1.791 0.367
H 1.635 0.869 3.347
H 0.972 0.917 1.761
H 0.015 -0.054 4.957
H -1.502 -0.828 4.203
H -0.214 -2.806 3.583
H 1.457 -2.009 3.871
```

Need the Löwdin charges? In units of e they are: -0.325 0.744 -0.250 -0.019 -0.078 -0.180 0.050 -0.177 0.083 -0.152 0.133 -0.146 0.084 -0.131 -0.017 -0.150 -0.585 0.687 -0.054 -0.251 0.085 -0.036 -0.175 -0.281 -0.053 -0.215 -0.049 -0.063 -0.443 -0.088 -0.047 0.044 0.150 0.126 0.108 0.073 0.095 0.144 0.119 0.161 0.156 0.151 0.113 0.139 0.075 0.125 0.126 0.095 0.099

Entry 3:
The following is a DFT calculation (ωB97M-V with the def2-TZVPD basis set) of a molecular structure, C19H18I2NPPt at a distorted geometry.

The calculation puts the HOMO-LUMO gap (alpha / beta) at 3.28 / 3.32 eV. The total charge is +4.

The geometry in XYZ format:
```
42
C19H18I2NPPt (ωB97M-V with the def2-TZVPD basis set)
Pt -0.660 -2.487 -0.007
N 1.872 -2.470 -0.013
C 2.487 -1.185 0.010
C 3.880 -1.057 0.069
C 4.475 0.193 0.032
C 3.699 1.350 0.053
C 2.312 1.240 0.003
C 1.699 -0.015 0.007
P -0.127 -0.177 0.021
C -0.787 0.667 1.502
C -2.125 1.097 1.526
C -2.607 1.798 2.622
C -1.801 1.953 3.749
C -0.465 1.562 3.717
C 0.025 0.855 2.629
C -0.612 0.776 -1.473
C -0.963 2.126 -1.422
C -1.355 2.765 -2.594
C -1.280 2.100 -3.813
C -0.991 0.742 -3.860
C -0.602 0.091 -2.699
H 2.184 -3.039 0.781
H 2.155 -2.990 -0.848
H 4.498 -1.945 0.132
H 5.558 0.275 -0.054
H 4.166 2.327 0.095
H 1.715 2.140 -0.029
H -2.788 0.893 0.694
H -3.614 2.200 2.612
H -2.233 2.335 4.676
H 0.195 1.803 4.547
H 1.040 0.482 2.652
H -0.974 2.675 -0.491
H -1.723 3.786 -2.550
H -1.390 2.661 -4.744
H -1.040 0.202 -4.801
H -0.297 -0.951 -2.741
I -3.509 -3.111 0.033
C -2.860 -5.159 0.001
I -0.705 -5.205 -0.022
H -3.234 -5.643 -0.903
H -3.218 -5.662 0.901
```

Need the Löwdin charges? In units of e they are: 0.328 0.054 -0.292 0.045 0.043 0.020 -0.035 -0.273 0.996 -0.308 -0.038 0.020 0.080 0.050 -0.025 -0.279 -0.025 0.041 0.092 0.031 -0.036 0.132 0.131 0.148 0.155 0.146 0.126 0.127 0.148 0.163 0.156 0.126 0.127 0.152 0.167 0.151 0.112 1.074 -0.946 1.085 0.016 0.017

Entry 4:
The following is a DFT calculation (ωB97M-V with the def2-TZVPD basis set) of a single C19H18N2O4 molecule.

The calculation puts the HOMO-LUMO gap at 8.93 eV. The total charge is 0. Its SMILES is C=CCNC(=O)c1ccccc1NC(=O)[C@H]1COc2ccccc2O1.

The geometry in XYZ format:
```
43
C19H18N2O4 (ωB97M-V with the def2-TZVPD basis set)
C 3.612 3.509 -1.510
C 2.680 2.654 -1.134
C 2.535 2.123 0.260
N 2.539 0.674 0.279
C 1.411 -0.035 0.493
O 0.343 0.520 0.729
C 1.546 -1.514 0.422
C 2.737 -2.138 0.787
C 2.870 -3.511 0.729
C 1.804 -4.284 0.296
C 0.607 -3.692 -0.054
C 0.453 -2.308 0.019
N -0.738 -1.676 -0.320
C -1.868 -2.220 -0.824
O -2.074 -3.399 -1.022
C -2.971 -1.199 -1.163
C -3.958 -1.097 0.010
O -3.374 -0.465 1.120
C -2.745 0.714 0.795
C -2.502 1.645 1.794
C -1.876 2.839 1.493
C -1.500 3.118 0.189
C -1.725 2.192 -0.810
C -2.335 0.981 -0.512
O -2.498 0.075 -1.536
H 3.679 3.873 -2.521
H 4.342 3.893 -0.816
H 1.951 2.277 -1.839
H 3.337 2.498 0.902
H 1.566 2.426 0.671
H 3.375 0.208 -0.033
H 3.561 -1.543 1.153
H 3.799 -3.977 1.023
H 1.901 -5.358 0.241
H -0.226 -4.292 -0.378
H -0.728 -0.676 -0.103
H -3.496 -1.598 -2.039
H -4.840 -0.531 -0.323
H -4.264 -2.093 0.335
H -2.805 1.405 2.800
H -1.683 3.554 2.278
H -1.017 4.053 -0.051
H -1.424 2.374 -1.829
```

Need the Löwdin charges? In units of e they are: 0.006 -0.165 -0.176 0.076 -0.398 0.059 -0.064 -0.039 -0.086 -0.066 0.006 -0.132 0.182 -0.393 0.082 -0.187 -0.104 -0.007 -0.213 0.001 -0.090 -0.100 -0.010 -0.221 0.019 0.051 0.055 0.103 0.123 0.117 0.138 0.110 0.101 0.107 0.101 0.110 0.168 0.145 0.143 0.122 0.102 0.102 0.121

Entry 5:
The following is a DFT calculation (ωB97M-V with the def2-TZVPD basis set) of a single C19H18N2O4 molecule.

The calculation puts the HOMO-LUMO gap at 9.03 eV. The total charge is 0. Its SMILES is CC(C)=C(NC(=O)c1ccccc1)C(=O)Nc1ccc(C(=O)O)cc1.

The geometry in XYZ format:
```
43
C19H18N2O4 (ωB97M-V with the def2-TZVPD basis set)
C 0.147 -3.707 0.336
C -1.030 -2.811 0.097
C -2.301 -3.497 -0.321
C -0.976 -1.488 0.283
N -2.102 -0.662 0.157
C -1.982 0.666 -0.128
O -0.907 1.165 -0.404
C -3.249 1.443 -0.086
C -3.165 2.789 0.261
C -4.304 3.569 0.320
C -5.538 3.015 0.016
C -5.626 1.683 -0.353
C -4.489 0.896 -0.402
C 0.256 -0.758 0.766
O 0.317 -0.318 1.890
N 1.265 -0.749 -0.156
C 2.515 -0.150 -0.067
C 2.989 0.444 1.103
C 4.249 0.999 1.126
C 5.064 0.974 -0.006
C 6.406 1.576 0.070
O 6.880 2.092 1.053
O 7.095 1.502 -1.086
C 4.589 0.382 -1.175
C 3.329 -0.173 -1.203
H 0.479 -4.154 -0.602
H 0.979 -3.173 0.785
H -0.143 -4.519 1.002
H -2.077 -4.476 -0.737
H -2.835 -2.917 -1.070
H -2.960 -3.642 0.536
H -3.005 -1.049 0.385
H -2.193 3.201 0.486
H -4.232 4.609 0.599
H -6.429 3.623 0.058
H -6.585 1.255 -0.605
H -4.575 -0.134 -0.720
H 1.023 -1.093 -1.075
H 2.359 0.471 1.977
H 4.629 1.465 2.023
H 7.963 1.917 -0.966
H 5.214 0.363 -2.055
H 2.961 -0.629 -2.111
```

Need the Löwdin charges? In units of e they are: -0.045 -0.270 -0.048 -0.144 0.151 -0.408 0.100 -0.132 -0.010 -0.069 -0.081 -0.080 -0.037 -0.443 0.109 0.143 -0.200 0.015 0.007 -0.148 -0.493 0.100 0.098 -0.013 -0.011 0.088 0.076 0.088 0.079 0.077 0.089 0.134 0.121 0.106 0.103 0.104 0.107 0.154 0.103 0.123 0.129 0.116 0.112

For reference, energy by record: -7583.9641, -2215.8618, -1843.8667, -1145.3126, -1145.3608 Eh.
For reference, energy relative to the best compared isomer or geometry (same formula, charge and spin) by record: 0.0, 0.0, 21.8, 30.3, 0.0 kcal/mol.